No. 1
ORCA calculation (wB97M-V/def2-TZVPD) on a 2-piece molecular cluster, C16H26NO3S overall.

Values from the calculation:
- Kohn-Sham gap (eV) = 8.38
- E_LUMO (eV) = -2.80
- HOMO level (eV) = -11.18
- charge = +1

Last column: Mulliken charge in e.
Positions of all 47 atoms, in Å:
C  4.89  0.04  -1.75  -1.462
C  3.55  0.74  -1.72  0.801
C  3.23  1.75  -2.62  -0.749
C  1.98  2.38  -2.59  -0.749
C  1.05  2.01  -1.64  0.452
C  -0.37  2.54  -1.60  -1.419
C  -1.31  1.34  -1.82  0.605
C  -1.99  0.98  -0.51  -1.199
N  -2.55  -0.40  -0.66  0.221
C  -3.00  -0.70  -2.07  -0.560
C  -3.22  0.55  -2.95  -0.667
O  -2.33  1.63  -2.74  -0.502
C  1.37  1.02  -0.71  0.201
C  2.61  0.37  -0.76  -0.863
H  4.76  -1.01  -1.50  0.364
H  5.57  0.50  -1.04  0.294
H  5.32  0.09  -2.74  0.388
H  3.94  2.05  -3.38  0.392
H  1.76  3.14  -3.33  0.388
H  -0.54  3.30  -2.35  0.454
H  -0.55  2.98  -0.62  0.398
H  -0.67  0.52  -2.16  0.544
H  -2.82  1.67  -0.40  0.322
H  -1.33  1.03  0.35  0.500
H  -1.79  -1.05  -0.42  0.305
H  -3.28  -0.58  0.02  0.377
H  -2.31  -1.39  -2.53  0.317
H  -3.95  -1.22  -2.00  0.430
H  -4.25  0.90  -2.87  0.394
H  -3.10  0.20  -3.98  0.349
H  0.65  0.72  0.03  0.385
H  2.81  -0.41  -0.04  0.445
C  0.53  -1.80  4.56  -0.635
C  -0.89  -2.38  4.49  -0.667
C  -1.64  -1.61  3.39  -0.799
S  -0.38  -1.08  2.22  1.438
O  -0.34  0.36  2.22  -0.721
O  -0.56  -1.79  0.97  -0.888
C  1.02  -1.72  3.12  -0.822
H  1.19  -2.42  5.16  0.386
H  0.51  -0.80  5.00  0.308
H  -0.84  -3.44  4.24  0.320
H  -1.41  -2.29  5.44  0.338
H  -2.36  -2.24  2.87  0.363
H  -2.13  -0.72  3.77  0.402
H  1.87  -1.06  2.97  0.393
H  1.25  -2.71  2.71  0.426



No. 2
ORCA calculation (wB97M-V/def2-TZVPD) on C16H26NRhS as an isolated structure in a non-equilibrium geometry.

Values from the calculation:
- Kohn-Sham gap (alpha / beta) (eV) = 7.80 / 5.82
- E_LUMO (alpha / beta) (eV) = -6.10 / -10.65
- 2S+1 = 5
- HOMO level (alpha / beta) (eV) = -13.90 / -16.47
- charge = +2

Last column: Mulliken charge in e.
Positions of all 45 atoms, in Å:
C  -0.72  -2.22  -0.11  -0.367
H  -1.34  -2.71  -0.89  0.690
H  0.29  -2.56  -0.36  -0.232
H  -1.06  -1.05  -0.31  0.753
C  -1.19  -2.75  1.24  -0.293
H  -0.53  -2.36  2.02  0.261
H  -2.19  -2.34  1.43  0.419
C  -1.26  -4.28  1.34  -1.401
H  -1.55  -4.57  2.35  0.386
H  -2.00  -4.69  0.64  0.363
H  -0.29  -4.74  1.13  0.347
C  1.43  1.54  0.18  -0.044
C  1.60  0.68  1.30  1.333
C  2.04  -0.59  0.82  0.626
C  2.16  -0.51  -0.60  0.495
C  1.79  0.82  -1.00  0.817
C  1.79  1.36  -2.39  -1.714
C  2.63  -1.60  -1.52  -1.511
C  2.36  -1.80  1.65  -1.322
C  1.37  1.07  2.73  -1.602
C  1.12  3.01  0.24  -1.367
Rh  0.27  -0.14  -0.03  0.061
H  2.32  -1.38  -2.54  0.407
H  3.72  -1.70  -1.50  0.353
H  2.19  -2.56  -1.22  0.298
H  1.76  0.55  -3.11  0.386
H  0.91  2.00  -2.55  0.364
H  2.68  1.97  -2.59  0.345
H  0.40  3.22  1.05  0.356
H  2.02  3.60  0.44  0.335
H  0.69  3.35  -0.70  0.362
H  1.33  0.18  3.36  0.373
H  2.16  1.72  3.10  0.345
H  0.42  1.60  2.83  0.352
H  1.92  -2.70  1.21  0.255
H  3.44  -1.96  1.72  0.313
H  1.96  -1.68  2.66  0.374
S  -3.25  2.75  0.79  -0.001
C  -3.03  2.65  -0.94  -0.404
C  -2.07  1.71  -1.26  -0.670
N  -1.55  1.08  -0.13  0.267
C  -2.06  1.54  1.02  -0.411
H  -3.56  3.26  -1.64  0.455
H  -1.72  1.43  -2.25  0.465
H  -1.77  1.16  2.00  0.384



What energy relative to the best compared isomer or geometry (same formula, charge and spin) values result from the calculations? In sequence: 0.0; 23.3 kJ/mol.